# 1
{
  "formula": "C2H9NO",
  "method": "ωB97M-V/def2-TZVPD",
  "homo_ev": -9.9,
  "total_charge": 0,
  "lumo_energy_ev": 0.81,
  "smiles": "COC.N",
  "elements": ["C", "N", "H", "H", "H", "H", "H", "H", "C", "O", "H", "H", "H"],
  "coordinates": [[-0.900560, 1.617241, -1.461971], [2.767728, -2.292831, 1.223376], [-1.496871, 0.787623, -1.851770], [-1.409255, 2.502013, -1.796273], [0.084057, 1.566071, -1.929701], [2.063237, -3.001872, 1.218991], [2.966062, -2.197734, 0.228156], [2.317525, -1.438029, 1.525983], [-1.280916, 0.464340, 0.574569], [-0.816737, 1.610889, -0.066547], [-0.495317, -0.284417, 0.736527], [-1.712121, 0.656097, 1.562350], [-2.086828, 0.010607, 0.036309]],
  "forces_ev_per_a": [[-0.1, -0.6, -0.4], [0.3, 0.1, -0.6], [0.1, -0.2, 0.1], [-0.1, 0.7, -0.1], [0.1, 0.0, 0.1], [-0.5, -0.5, 0.4], [0.2, 0.3, 0.2], [0.0, 0.1, 0.0], [0.1, -0.6, 0.7], [0.0, 0.5, 0.6], [0.1, 0.0, -0.2], [0.3, 0.6, -0.1], [-0.5, -0.5, -0.6]]
}


# 2
{
  "formula": "C4H38N3O13",
  "method": "ωB97M-V/def2-TZVPD",
  "homo_ev": [-2.3, -6.8],
  "multiplicity": 2,
  "total_charge": 0,
  "lumo_energy_ev": [0.07, -0.03],
  "elements": ["C", "C", "C", "N", "C", "N", "N", "H", "H", "H", "H", "H", "H", "H", "H", "H", "H", "H", "H", "H", "H", "O", "H", "H", "O", "H", "H", "O", "H", "H", "O", "H", "H", "O", "H", "H", "O", "H", "H", "O", "H", "H", "O", "H", "H", "O", "H", "H", "O", "H", "H", "O", "H", "H", "O", "H", "H", "O"],
  "coordinates": [[1.526992, 0.393097, 2.008369], [0.657708, -0.376919, 0.996224], [-0.756980, 0.128862, 1.032378], [-3.680592, 0.625274, 0.915777], [-3.053606, -0.504828, 1.450683], [-1.755130, -0.654111, 1.498705], [2.078039, 1.658745, 1.455228], [2.362603, -0.203519, 2.390044], [0.977816, 0.601691, 2.924820], [0.693434, -1.445185, 1.192930], [1.145082, -0.233148, 0.036818], [-1.417772, -1.521115, 1.905801], [-0.936611, 1.026731, 0.460986], [-3.366496, 1.463131, 1.391483], [-4.669589, 0.498440, 0.799537], [-3.633522, -1.268708, 1.951624], [2.450977, 2.299217, 2.160430], [1.357813, 2.131546, 0.908580], [2.914117, 1.453839, 0.851669], [0.292406, -1.794710, -2.240071], [-0.988165, -1.332177, -1.790334], [-0.134717, -1.580245, -1.394092], [0.507389, -3.504807, 2.473421], [1.657222, -4.308688, 3.062154], [1.469739, -3.570667, 2.472325], [-0.780118, -2.712043, -0.061424], [-1.162150, -4.179052, 0.370672], [-0.725658, -3.373361, 0.654496], [-0.959272, 3.102013, 0.913016], [-2.326842, 3.313317, 0.228937], [-1.464316, 3.711407, 0.371687], [-1.087970, -3.393401, -4.018574], [-0.402433, -4.018425, -2.797190], [-0.375457, -3.259994, -3.391176], [0.800578, 2.793873, -2.362171], [1.986087, 2.686865, -3.276724], [1.332818, 2.139285, -2.829750], [0.802523, 4.845937, 2.786488], [0.338303, 3.459778, 2.564863], [1.169874, 3.962197, 2.687721], [-2.550467, 0.030131, -1.276843], [-3.278062, 0.184145, -2.618924], [-2.758229, -0.433073, -2.099833], [-1.143721, 1.451714, 2.705385], [-1.238093, 2.532056, 3.880666], [-1.127804, 2.396868, 2.933676], [2.374516, -4.668305, -1.359267], [1.695171, -3.733749, -0.328830], [1.530154, -4.292160, -1.097786], [5.018466, 0.753903, -0.357406], [4.211400, -0.246714, 0.415364], [4.334003, 0.724685, 0.338076], [0.877463, 0.225241, -3.579537], [2.288308, 0.012327, -3.609881], [1.525482, -0.183030, -4.169446], [-2.152103, 2.538690, -3.388573], [-1.103761, 1.590340, -3.966850], [-1.346846, 2.056797, -3.176335]],
  "forces_ev_per_a": [[0.4, -1.1, 1.1], [0.1, 0.9, 0.9], [0.8, 0.5, -0.2], [1.4, -0.3, -0.3], [-0.9, -0.9, 0.8], [0.3, 0.4, -0.9], [0.3, -0.3, -0.2], [0.2, 0.1, -0.5], [-0.2, 0.4, -0.2], [0.2, -0.1, 0.2], [-0.3, -0.1, -0.4], [-0.3, -0.1, -0.1], [-0.8, -0.2, -0.1], [-0.5, 0.3, -0.1], [-0.1, 0.3, 0.2], [0.0, 0.0, -0.1], [-0.5, 0.1, 0.2], [0.2, 0.3, 0.0], [-0.2, -0.2, -0.3], [0.5, -0.5, 0.4], [-0.2, 0.2, 0.4], [-0.5, 0.5, -0.7], [0.0, -0.1, -0.4], [0.1, 0.1, 0.0], [0.0, 0.0, 0.3], [0.3, -0.3, -0.4], [0.0, 0.1, -0.2], [-0.3, 0.3, 0.7], [-0.3, -0.1, 0.2], [0.0, -0.2, 0.0], [0.1, 0.5, -0.5], [-0.1, 0.0, -0.1], [0.2, 0.1, 0.1], [-0.1, -0.3, -0.3], [-0.3, -0.2, 0.0], [0.2, -0.2, -0.1], [0.2, 0.6, 0.3], [0.4, 0.4, 0.0], [0.4, -0.2, 0.3], [-0.7, 0.0, -0.1], [-0.1, 0.2, 0.0], [0.1, 0.1, 0.0], [0.0, -0.4, 0.2], [0.2, -0.2, 0.1], [0.0, -0.3, 0.1], [-0.2, 0.3, -0.1], [0.1, 0.1, 0.1], [0.0, -0.1, 0.1], [-0.2, -0.1, -0.2], [-0.1, 0.4, 0.0], [-0.1, 0.0, 0.2], [0.2, -0.5, -0.1], [-0.3, 0.1, -0.3], [0.4, -0.2, -0.3], [-0.1, -0.1, 0.6], [0.0, 0.0, -0.1], [0.3, -0.3, -0.6], [-0.6, 0.5, 0.7]]
}


# 3
{
  "formula": "C3H13NO3S",
  "method": "ωB97M-V/def2-TZVPD",
  "homo_ev": -8.7,
  "total_charge": 0,
  "lumo_energy_ev": 0.43,
  "smiles": "N[C@H](CO)CS.O.O",
  "elements": ["C", "O", "C", "C", "S", "N", "H", "H", "H", "H", "H", "H", "H", "H", "H", "H", "H", "O", "H", "H", "O"],
  "coordinates": [[0.277593, -2.218219, -0.415310], [1.182405, -2.773301, 0.469270], [-0.433879, -1.103269, 0.375622], [-1.272794, -0.249698, -0.587314], [-2.640945, 0.651742, 0.295061], [0.431745, -0.163582, 1.011299], [0.796946, -1.899711, -1.333756], [-0.564107, -2.845900, -0.721601], [1.620044, -3.659685, 0.245507], [-0.965395, -1.635750, 1.201322], [-1.847742, -0.858165, -1.437934], [-0.629957, 0.522956, -1.065002], [-1.813840, 0.811099, 1.387164], [0.957924, 0.336707, 0.313019], [1.171752, -0.638917, 1.413083], [3.489262, 0.994483, -0.007037], [2.289016, 1.981804, 0.278112], [3.239303, 1.952384, 0.075403], [0.432510, 3.160870, -0.692069], [1.619242, 2.758836, -1.373289], [0.734759, 2.460379, -1.325369]],
  "forces_ev_per_a": [[-0.8, 0.4, -0.7], [1.8, -2.5, 1.0], [-0.3, -0.3, -1.0], [-2.1, -0.7, -1.5], [1.3, -0.3, 0.6], [0.0, 1.5, -0.2], [-0.2, 0.4, 0.2], [0.3, -0.6, 0.0], [-1.4, 2.1, 0.0], [-0.2, 0.5, -0.8], [1.5, 1.1, 1.8], [-0.4, -0.8, 0.2], [-0.7, 0.1, -0.6], [-0.4, 0.6, -0.7], [1.5, -1.5, 1.8], [-0.5, 1.4, 0.2], [0.5, -0.4, 0.0], [0.2, -1.1, -0.1], [-0.5, -1.0, -0.8], [2.1, 0.0, -0.8], [-1.6, 1.0, 1.5]]
}


# 4
{
  "formula": "C5H11NO",
  "method": "ωB97M-V/def2-TZVPD",
  "homo_ev": -7.6,
  "total_charge": 0,
  "lumo_energy_ev": 0.86,
  "smiles": "C/C=C(/O)[C@@H](C)N",
  "elements": ["C", "C", "C", "C", "N", "C", "O", "H", "H", "H", "H", "H", "H", "H", "H", "H", "H", "H"],
  "coordinates": [[-1.565399, 0.362207, 0.151588], [-2.070568, -0.020739, -1.198676], [2.234554, 0.382704, 0.229139], [-0.287536, 0.680794, 0.478955], [0.425081, -1.653653, 0.110175], [0.828211, 0.030203, -0.202982], [-0.095851, 1.183833, 1.752182], [0.845810, 1.286331, 1.924610], [-2.324649, 0.678611, 0.856972], [-0.194588, -2.351965, -0.303849], [0.368994, -1.685632, 1.127057], [0.707231, 0.046848, -1.282218], [-2.605645, 0.822629, -1.643775], [-1.277530, -0.311794, -1.881796], [-2.780321, -0.844171, -1.114418], [2.407841, 0.131824, 1.277415], [2.948594, -0.184800, -0.363211], [2.435770, 1.446770, 0.082833]],
  "forces_ev_per_a": [[0.7, 2.2, 0.0], [0.1, -0.3, 0.2], [-0.1, -0.7, 0.0], [-2.6, -0.8, 0.8], [3.0, 1.9, 1.0], [-1.1, -3.7, -0.7], [0.4, 0.1, -0.2], [-0.1, 0.0, 0.0], [0.0, 0.0, 0.1], [0.0, 1.4, -0.5], [-0.2, -0.1, -0.5], [0.1, 0.3, 0.0], [0.0, -0.1, 0.0], [0.0, -0.1, -0.1], [0.0, -0.1, -0.1], [0.0, 0.0, 0.0], [0.0, 0.0, 0.1], [-0.2, 0.0, 0.0]]
}


# 5
{
  "formula": "C6H10",
  "method": "ωB97M-V/def2-TZVPD",
  "homo_ev": -8.7,
  "total_charge": 0,
  "lumo_energy_ev": 1.17,
  "smiles": "C[C@@H]1C=CCC1",
  "elements": ["C", "C", "C", "C", "C", "C", "H", "H", "H", "H", "H", "H", "H", "H", "H", "H"],
  "coordinates": [[-1.268942, -1.301198, -0.385637], [0.131649, -0.724852, -0.649118], [0.096997, 0.768772, -0.962275], [0.233420, 1.575355, 0.604806], [0.781009, 0.426205, 1.361379], [0.964952, -0.661387, 0.605849], [-1.234867, -2.273105, 0.116627], [-1.832419, -1.424442, -1.319671], [-1.827498, -0.612817, 0.256016], [0.629831, -1.369649, -1.391288], [0.984775, 0.977007, -1.601268], [-0.785808, 1.144014, -1.459876], [-0.447848, 2.200539, 1.259238], [0.961839, 2.301699, 0.275808], [0.931158, 0.402691, 2.438605], [1.681751, -1.428832, 0.850806]],
  "forces_ev_per_a": [[0.0, 0.0, 0.1], [0.1, 0.4, 0.2], [-0.4, 0.9, 1.0], [-0.1, -0.6, -1.4], [0.4, -0.4, -0.2], [0.0, -0.4, 0.5], [0.1, 0.1, -0.1], [0.2, 0.1, 0.1], [0.0, -0.1, 0.0], [-0.1, 0.6, -0.1], [-0.5, 0.5, 0.8], [-0.3, -0.1, -0.3], [-0.4, -0.9, -1.5], [0.7, 0.1, 0.6], [0.6, 0.4, -0.2], [-0.4, -0.6, 0.5]]
}


# 6
{
  "formula": "C3H7NO",
  "method": "ωB97M-V/def2-TZVPD",
  "homo_ev": -7.9,
  "total_charge": 0,
  "lumo_energy_ev": 0.93,
  "smiles": "C=C(O)NC",
  "elements": ["C", "N", "C", "O", "C", "H", "H", "H", "H", "H", "H", "H"],
  "coordinates": [[-1.741474, -0.228435, -0.401000], [-0.586894, -0.311233, 0.462133], [0.682559, -0.051079, 0.030205], [0.919124, -0.441416, -1.252196], [1.661783, 0.497654, 0.767810], [-1.524498, -0.613221, -1.397636], [-2.115306, 0.793364, -0.506795], [-2.529163, -0.845337, 0.026743], [-0.740225, -0.034252, 1.419685], [1.783378, -0.054653, -1.401339], [2.702575, 0.332099, 0.528197], [1.488145, 0.956509, 1.724198]],
  "forces_ev_per_a": [[-0.3, 0.0, -0.2], [0.1, 0.0, 0.0], [0.2, 0.2, 0.3], [-0.2, -0.2, 0.3], [0.2, -0.1, 0.3], [0.1, 0.0, 0.2], [0.0, 0.1, 0.0], [-0.1, 0.0, 0.0], [0.0, -0.1, -0.1], [0.3, -0.1, -0.6], [0.0, 0.2, -0.3], [-0.3, -0.1, 0.2]]
}


# 7
{
  "formula": "C27H29N7O4S3W",
  "method": "ωB97M-V/def2-TZVPD",
  "homo_ev": -18.7,
  "total_charge": 4,
  "lumo_energy_ev": -14.43,
  "elements": ["W", "C", "C", "N", "C", "C", "S", "C", "C", "N", "H", "H", "H", "H", "H", "H", "H", "H", "H", "H", "H", "H", "H", "H", "S", "N", "C", "C", "C", "C", "C", "N", "C", "C", "N", "C", "C", "C", "C", "C", "N", "H", "H", "H", "H", "H", "H", "C", "C", "C", "C", "C", "C", "C", "S", "O", "O", "N", "C", "C", "O", "O", "H", "H", "H", "H", "H", "H", "H", "H", "H"],
  "coordinates": [[-1.172926, -1.019046, -0.119865], [-3.643601, 0.779059, 0.813526], [-3.188674, 0.312368, 2.160000], [-1.839698, -0.361852, 2.102846], [-1.807330, -1.349889, 3.213523], [-2.672779, -2.548408, 2.847717], [-2.644210, -2.867901, 1.029207], [-4.373807, -2.450319, 0.591556], [-4.440001, -1.320317, -0.406263], [-3.379612, -0.282495, -0.204805], [-3.107043, 1.673246, 0.495781], [-4.706426, 1.026703, 0.833292], [-3.903120, -0.400269, 2.564143], [-3.138451, 1.139752, 2.868539], [-1.151661, 0.361548, 2.309771], [-2.193677, -0.881188, 4.121910], [-0.777913, -1.622613, 3.415923], [-3.717563, -2.405350, 3.110862], [-2.356811, -3.463636, 3.346187], [-4.878058, -2.211575, 1.524437], [-4.823906, -3.356875, 0.187191], [-5.420036, -0.839404, -0.361988], [-4.324798, -1.710994, -1.413060], [-3.387386, 0.235092, -1.077341], [6.368084, -1.464003, 0.760459], [5.188224, -1.935107, 1.738089], [4.054139, -1.791954, 1.068421], [2.743977, -2.185617, 1.529838], [2.531217, -2.962972, 2.677020], [1.264229, -3.468817, 2.880436], [0.231792, -3.095086, 2.035865], [0.363972, -2.238197, 1.004626], [1.658632, -1.876966, 0.714173], [1.850503, -1.359624, -0.600502], [0.711085, -1.299889, -1.331544], [0.856148, -1.187028, -2.656446], [2.082906, -1.010097, -3.278544], [3.228042, -0.919037, -2.514093], [3.117395, -1.142189, -1.133830], [4.240094, -1.281894, -0.238546], [5.510814, -1.049037, -0.529711], [3.365172, -3.216067, 3.322081], [1.055463, -4.171992, 3.676034], [-0.716457, -3.575458, 2.174048], [-0.017221, -1.282283, -3.275998], [2.118913, -0.952870, -4.358205], [4.202861, -0.755579, -2.958881], [3.408395, 6.626984, -0.558832], [2.772204, 5.294536, -0.814011], [2.597316, 4.371491, 0.217748], [1.990723, 3.140508, -0.008915], [1.573582, 2.891538, -1.296873], [1.716767, 3.743422, -2.366204], [2.328295, 4.958617, -2.100284], [-0.539738, 1.643902, -1.102851], [0.933037, 1.551133, -1.556808], [-0.592108, 0.786478, 0.323906], [-1.309676, 0.354633, -1.692436], [-1.948748, 0.048739, -2.953106], [-2.294969, -1.436743, -2.860875], [-2.831298, -2.138438, -3.616060], [-1.909414, -1.964874, -1.542346], [3.972785, 6.632100, 0.370810], [2.639447, 7.399482, -0.489841], [4.075145, 6.905859, -1.373607], [2.947572, 4.612126, 1.213137], [1.878925, 2.407725, 0.781279], [1.383647, 3.483068, -3.362299], [2.468338, 5.662717, -2.910795], [-1.336303, 0.215390, -3.840757], [-2.884411, 0.595766, -3.117875]],
  "forces_ev_per_a": [[-0.8, -0.6, -0.3], [0.0, 0.0, -0.1], [0.0, -0.1, 0.1], [0.0, 0.0, -0.1], [0.0, 0.0, 0.0], [0.0, 0.0, -0.1], [-0.1, 0.0, 0.0], [0.1, 0.0, 0.0], [0.0, 0.0, 0.0], [0.2, 0.3, 0.1], [0.0, 0.0, 0.0], [0.0, 0.0, 0.0], [0.0, 0.0, 0.0], [0.0, 0.0, 0.0], [0.1, -0.1, 0.0], [0.0, 0.0, 0.0], [0.0, 0.0, 0.0], [0.0, 0.0, 0.0], [0.0, 0.0, 0.0], [0.0, 0.0, 0.0], [0.0, 0.0, 0.0], [0.0, 0.0, 0.0], [0.0, 0.0, 0.0], [0.0, 0.0, 0.0], [0.0, 0.1, 0.1], [0.0, -0.1, 0.0], [0.0, 0.1, -0.1], [0.1, 0.0, 0.1], [0.0, 0.0, -0.1], [0.0, 0.0, 0.0], [0.0, -0.3, -0.1], [-0.1, 0.3, 0.1], [0.0, 0.1, 0.1], [0.0, 0.1, 0.0], [0.1, 0.1, 0.1], [-0.1, -0.1, -0.1], [0.1, 0.0, 0.0], [-0.1, 0.0, 0.0], [0.1, 0.1, -0.1], [0.0, 0.0, 0.1], [0.0, -0.1, -0.1], [0.0, 0.0, 0.0], [0.0, 0.0, 0.0], [-0.1, 0.0, 0.0], [0.0, 0.0, 0.0], [0.0, 0.0, 0.0], [0.0, 0.0, 0.0], [0.0, 0.0, 0.0], [0.0, 0.0, 0.0], [0.0, 0.0, 0.0], [0.0, 0.1, -0.1], [0.1, -0.3, 0.0], [0.0, 0.0, 0.0], [0.0, 0.0, 0.0], [-0.3, -0.4, 0.4], [-0.2, 0.4, 0.1], [0.8, 0.4, -0.4], [0.1, 0.0, -0.1], [-0.1, -0.1, 0.0], [0.0, -0.2, 0.1], [0.1, 0.1, 0.0], [0.2, 0.1, 0.0], [0.0, 0.0, 0.0], [0.0, 0.0, 0.0], [0.0, 0.0, 0.0], [0.0, 0.0, 0.0], [0.0, 0.0, 0.0], [0.0, 0.0, 0.0], [0.0, 0.0, 0.0], [0.0, 0.0, 0.0], [0.0, 0.0, 0.0]]
}


# 8
{
  "formula": "C4H6NS",
  "method": "ωB97M-V/def2-TZVPD",
  "homo_ev": -14.3,
  "total_charge": 1,
  "lumo_energy_ev": -5.28,
  "smiles": "CC#[N+]C(C)=S",
  "elements": ["C", "C", "C", "C", "N", "S", "H", "H", "H", "H", "H", "H"],
  "coordinates": [[0.900203, -1.158503, -0.036233], [-0.753379, 0.806518, 0.543709], [1.870064, -1.050423, -1.086591], [-1.921862, 1.523343, 0.798507], [0.164772, 0.309298, 0.070310], [0.395615, -2.197601, 1.055009], [2.498329, -0.185469, -1.046917], [1.165967, -1.015927, -2.093300], [2.408131, -2.075693, -1.153466], [-1.785741, 2.525023, 0.314223], [-2.181336, 1.767143, 1.947531], [-2.760765, 0.752289, 0.687217]],
  "forces_ev_per_a": [[-0.9, 0.5, 2.0], [0.9, 0.3, -0.5], [-1.1, -3.0, -3.4], [-2.4, 0.7, 3.6], [0.4, -1.6, 0.5], [0.5, 0.5, -1.0], [0.4, 0.4, 0.0], [1.9, 0.2, 2.2], [-0.6, 2.0, 0.1], [-1.0, -1.0, -0.2], [1.4, -0.5, -2.2], [0.6, 1.6, -1.0]]
}


Let's list relative energy (zero: lowest compared OMol25 entry of this formula, charge and spin) in order: 93.39 168.40 127.81 302.89 153.77 144.50 0.00 188.61 kJ/mol.
Let's list E_tot in order: -211.54950 -1317.38215 -800.71824 -327.01598 -234.54394 -248.47146 -2990.72054 -608.59145 hartree.